P:
{"formula": "C4H8BClN3O2", "method": "ωB97M-V/def2-TZVPD", "symbols": ["B", "C", "C", "C", "C", "N", "N", "N", "O", "O", "Cl", "H", "H", "H", "H", "H", "H", "H", "H"], "coordinates": [[0.479, 1.192, -0.459], [-2.034, -1.269, 0.250], [-1.910, 0.254, -0.290], [-2.465, -0.838, -1.143], [0.159, -2.124, 0.096], [-0.916, -1.944, 0.483], [-0.691, 0.767, -0.787], [1.269, -2.629, -0.180], [3.077, 3.232, 1.420], [1.690, 1.563, -0.290], [-2.884, 1.377, 0.656], [-2.825, -1.392, 0.854], [-2.006, -1.025, -2.045], [-3.511, -0.951, -1.256], [1.250, -3.468, -0.791], [2.830, 4.207, 1.298], [2.178, -2.277, 0.119], [3.998, 3.301, 1.801], [2.313, 2.024, 0.266]], "charge": 1, "homo_ev": -12.65, "lumo_energy_ha": -0.1297, "multiplicity": 1, "orbital_gap_ev": 9.12}

---

Q:
{"formula": "C4H8BClN3O2", "method": "ωB97M-V/def2-TZVPD", "symbols": ["B", "C", "C", "C", "C", "N", "N", "N", "O", "O", "Cl", "H", "H", "H", "H", "H", "H", "H", "H"], "coordinates": [[1.269, -0.080, -0.536], [-1.197, -0.543, -2.053], [0.619, -2.209, -1.593], [-0.633, -1.869, -2.390], [-0.288, 0.293, 0.003], [-1.175, 0.043, -0.943], [1.422, -1.386, -1.073], [-0.604, 0.790, 1.171], [0.711, 2.016, 3.456], [2.328, 0.736, -0.437], [1.040, -3.827, -1.512], [-1.836, -0.098, -2.773], [-1.230, -2.727, -2.229], [-0.475, -2.015, -3.532], [-1.550, 0.658, 1.539], [0.849, 2.754, 3.944], [0.166, 1.353, 1.687], [0.560, 1.306, 3.997], [2.538, 1.675, -0.324]], "charge": 1, "homo_ev": -13.77, "lumo_energy_ha": -0.1778, "multiplicity": 1, "orbital_gap_ev": 8.93}

---

Q: Which of them is the least stable? A: P.

---

P:
{"formula": "C3H5N2O2", "method": "ωB97M-V/def2-TZVPD", "symbols": ["C", "C", "C", "N", "N", "O", "O", "H", "H", "H", "H", "H"], "coordinates": [[-0.608, -0.789, -0.288], [-0.978, 0.662, -0.576], [1.093, 0.490, 0.499], [0.862, -0.686, -0.143], [-0.019, 1.443, 0.250], [1.572, -1.814, -0.128], [1.305, 1.562, -0.295], [-0.890, -1.170, 0.768], [-0.668, -1.645, -1.023], [-1.076, 0.769, -1.588], [-1.943, 0.707, -0.112], [1.349, 0.471, 2.637]], "charge": -1, "homo_ev": [-2.84, -2.16], "lumo_energy_ha": [0.1519, 0.1521], "multiplicity": 1, "orbital_gap_ev": [6.97, 6.30]}

---

Q:
{"formula": "C3H5N2O2", "method": "ωB97M-V/def2-TZVPD", "symbols": ["C", "C", "C", "N", "N", "O", "O", "H", "H", "H", "H", "H"], "coordinates": [[-1.055, -1.146, -0.859], [-1.698, -0.168, -0.318], [-2.433, 0.693, 0.326], [1.575, 0.779, 0.379], [2.602, 0.025, 0.568], [2.656, -0.713, 1.588], [3.588, 0.046, -0.237], [-1.100, -1.224, -1.876], [-0.306, -1.770, -0.244], [1.589, 1.361, -0.542], [-1.970, 1.708, 0.497], [-3.449, 0.409, 0.719]], "charge": -1, "homo_ev": -3.89, "lumo_energy_ha": 0.1355, "multiplicity": 1, "orbital_gap_ev": 7.58}

---

Q: Which of them is the least stable? A: P.

---

P:
{"formula": "C4H13NSi", "method": "ωB97M-V/def2-TZVPD", "symbols": ["C", "C", "C", "C", "N", "Si", "H", "H", "H", "H", "H", "H", "H", "H", "H", "H", "H", "H", "H"], "coordinates": [[1.216, 1.638, -0.863], [1.838, -0.761, 0.021], [-1.623, -1.816, 0.167], [0.804, 0.436, -0.044], [-1.675, 1.117, -1.212], [-0.955, -0.125, -0.426], [1.075, 2.506, -0.096], [2.261, 1.582, -1.190], [0.564, 1.869, -1.652], [1.760, -1.295, 0.962], [2.853, -0.299, -0.101], [1.908, -1.441, -0.847], [-2.333, -1.486, 0.898], [-2.109, -2.298, -0.697], [-0.878, -2.475, 0.774], [0.773, 0.945, 0.988], [-0.909, -1.768, 3.077], [-2.532, 1.428, -1.593], [-0.783, -1.052, 2.940]], "homo_ev": -8.78, "smiles": "[H]/N=[Si](\\C)C(C)C.[H][H]", "lumo_energy_ha": 0.0241, "multiplicity": 1, "orbital_gap_ev": 9.44}

---

Q:
{"formula": "C4H13NSi", "method": "ωB97M-V/def2-TZVPD", "symbols": ["C", "C", "C", "C", "N", "Si", "H", "H", "H", "H", "H", "H", "H", "H", "H", "H", "H", "H", "H"], "coordinates": [[2.353, 0.166, 0.225], [-0.781, -0.549, -1.735], [-0.894, -1.465, 1.336], [1.058, 0.911, 0.185], [-1.695, 1.420, 0.429], [-0.610, 0.062, 0.072], [2.221, -0.599, 1.027], [2.474, -0.162, -0.797], [3.258, 0.752, 0.451], [-0.532, 0.323, -2.468], [-0.163, -1.516, -1.873], [-1.887, -0.830, -2.029], [-1.501, -2.135, 0.872], [0.028, -1.876, 1.469], [-1.348, -1.089, 2.210], [1.206, 1.654, -0.725], [1.094, 1.470, 1.023], [-2.683, 1.243, 0.499], [-1.596, 2.220, -0.171]], "homo_ev": -9.38, "smiles": "CC[Si](C)(C)N", "lumo_energy_ha": 0.0329, "multiplicity": 1, "orbital_gap_ev": 10.27}

---

Q: Which of them is the least stable? A: P.